1.
C2H10N4 | the ωB97M-V functional and the def2-TZVPD basis

Computed properties:
HOMO-LUMO gap = 9.56 eV
SMILES string = C=NC.NNN
energy relative to the best compared isomer or geometry (same formula, charge and spin) = 75.6 kcal per mole
largest force on an atom = 2.20 eV/A
2S+1 = 1
LUMO energy = 1.175 eV
total charge = 0

Each line ends with the Mulliken charge.
Positions of all 16 atoms, in Å:
C1 0.86274 1.25048 1.40979  -0.1369
C2 -1.19695 0.44671 2.02148  -0.7241
N1 0.40079 -0.46746 -1.18278  -0.0014
N2 0.24762 0.24057 1.92107  -0.5133
N3 1.08547 -1.45952 -1.90759  -0.6570
N4 -0.74971 -0.13635 -1.92132  -0.5149
H1 0.16463 -0.75192 -0.21322  0.1901
H2 -1.30543 -0.97897 -2.08256  0.2477
H3 -0.47986 0.17174 -2.85599  0.2696
H4 1.54667 -2.11968 -1.27571  0.2356
H5 1.85557 -1.02931 -2.42647  0.2289
H6 0.35371 2.16298 1.05538  0.2503
H7 1.95646 1.21692 1.28557  0.2661
H8 -1.60825 -0.26418 2.74459  0.2605
H9 -1.68221 0.26397 1.05785  0.2543
H10 -1.45126 1.45401 2.36990  0.3444

Atomic forces in eV per Å
C -0.132 -1.235 0.508
C -0.285 -0.360 0.409
N 0.032 1.052 0.131
N 0.686 1.904 -0.860
N 1.310 -1.628 -0.017
N -1.154 0.115 0.382
H 0.117 0.078 -1.204
H 0.084 -0.019 -0.052
H 0.218 0.100 0.523
H -0.289 0.183 -0.112
H -0.266 0.098 0.304
H 0.074 -0.263 0.236
H -0.510 -0.100 0.037
H 0.037 0.087 -0.135
H 0.048 0.038 0.022
H 0.031 -0.053 -0.171



2.
C2H10N4 | the ωB97M-V functional and the def2-TZVPD basis

Computed properties:
HOMO-LUMO gap (alpha / beta) = 7.99 / 3.64 eV
energy relative to the best compared isomer or geometry (same formula, charge and spin) = 3.5 kcal per mole
largest force on an atom = 3.92 eV/A
2S+1 = 2
LUMO energy (alpha / beta) = -4.628 / -8.977 eV
total charge = +1

Each line ends with the Mulliken charge.
Positions of all 16 atoms, in Å:
N1 1.31876 1.21772 -1.27190  -0.6657
C1 1.30276 -0.23531 -1.70335  -0.3467
N2 2.01262 -1.05342 -0.71847  -0.5698
H1 2.31225 1.38815 -1.20975  0.2394
H2 1.00073 1.74421 -2.07924  0.2527
H3 1.76359 -0.31850 -2.68611  0.3340
H4 0.29879 -0.63806 -1.84765  0.3300
H5 1.49944 -0.91078 0.15160  0.1980
H6 2.88412 -0.59947 -0.51490  0.2360
N3 -1.24634 -0.05782 2.31291  -0.2225
C2 -2.21325 0.07496 1.41073  0.3269
N4 -2.75501 -0.82289 0.65571  -0.3307
H7 -0.83218 -0.96674 2.51048  0.2883
H8 -0.93530 0.73021 2.85061  0.2738
H9 -2.66132 1.05807 1.62619  0.3179
H10 -3.74968 -0.61034 0.51312  0.3384

Atomic forces in eV per Å
N -0.597 -1.540 -0.499
C 0.438 0.495 0.247
N -1.079 0.366 -0.095
H 0.206 0.561 0.111
H -0.020 0.343 0.078
H 0.353 -0.252 0.025
H -0.153 0.315 0.355
H 0.030 -0.305 -0.036
H 0.763 -0.015 -0.129
N -0.403 -1.602 -1.552
C 0.522 1.898 3.389
N -0.036 -0.378 -0.709
H 0.082 0.076 -0.043
H 0.045 0.369 0.180
H -0.146 0.122 -1.233
H -0.002 -0.454 -0.089



3.
C2H10N4 | the ωB97M-V functional and the def2-TZVPD basis

Computed properties:
HOMO-LUMO gap (alpha / beta) = 8.77 / 8.41 eV
SMILES string = C/[NH+]=[NH+]\CNN
energy relative to the best compared isomer or geometry (same formula, charge and spin) = 119.3 kcal per mole
largest force on an atom = 5.64 eV/A
2S+1 = 1
LUMO energy (alpha / beta) = -11.248 / -11.374 eV
total charge = +2

Each line ends with the Mulliken charge.
Positions of all 16 atoms, in Å:
C1 1.05280 0.99579 -0.56982  -0.3851
C2 -1.80668 -0.19303 -0.34505  -0.7387
N1 1.63857 -0.15221 0.06911  0.0787
N2 -0.03686 1.15318 0.44851  -0.0547
N3 0.93544 -1.30460 0.22045  -0.3801
N4 -0.83030 0.18454 0.61205  0.0506
H1 1.72635 1.88556 -0.77199  0.3638
H2 0.57623 0.71724 -1.53355  0.3430
H3 -1.32969 -0.61823 -1.33144  0.2902
H4 -2.55066 -0.87235 -0.00404  0.3685
H5 -2.36676 0.73548 -0.71134  0.3501
H6 2.57640 -0.18421 0.59602  0.3456
H7 0.33883 1.60007 1.24185  0.2954
H8 0.49420 -1.87113 -0.51171  0.3102
H9 0.89464 -1.96940 1.06052  0.3506
H10 -1.31250 -0.10669 1.53043  0.4119

Atomic forces in eV per Å
C -0.588 -1.032 -1.692
C -0.267 1.107 -5.520
N 2.279 -2.885 1.123
N 1.141 1.317 -0.684
N -1.018 0.063 1.027
N -2.772 -2.329 2.368
H -0.767 -1.083 0.948
H 0.348 0.174 0.518
H -0.884 0.665 1.824
H -0.152 -0.701 0.772
H 0.715 -1.056 0.598
H -1.848 0.694 -0.863
H 0.096 0.608 1.750
H 0.330 1.169 -0.874
H 1.380 1.894 -0.693
H 2.007 1.395 -0.603



4.
C2H10N4S | the ωB97M-V functional and the def2-TZVPD basis

Computed properties:
HOMO-LUMO gap = 9.37 eV
energy relative to the best compared isomer or geometry (same formula, charge and spin) = 56.1 kcal per mole
largest force on an atom = 3.69 eV/A
2S+1 = 1
LUMO energy = -9.478 eV
total charge = +2

Each line ends with the Mulliken charge.
Positions of all 17 atoms, in Å:
C1 0.48085 1.01752 -0.31183  -0.2995
C2 -2.37377 -1.15399 -0.26532  -0.5481
N1 1.57213 1.74454 -0.41572  0.2962
N2 -0.39907 -1.15624 1.08876  0.0674
N3 2.49374 1.52217 -1.36173  -0.6345
N4 -1.55197 -1.63984 0.84278  -0.0597
S1 0.51786 -1.83232 2.18691  0.1937
H1 0.13290 0.40891 -1.14896  0.2930
H2 -0.16256 1.26211 0.57652  0.4259
H3 -1.70226 -0.52961 -1.02666  0.1526
H4 -2.81112 -2.06703 -0.64213  0.3298
H5 -3.09204 -0.44459 0.09505  0.3186
H6 1.81846 2.32289 0.36921  0.3235
H7 3.34714 1.90173 -1.10228  0.2751
H8 2.29042 1.96536 -2.30845  0.3441
H9 -1.88562 -2.48607 1.20056  0.3079
H10 1.32490 -0.83555 2.22329  0.2140

Atomic forces in eV per Å
C 0.418 2.780 0.561
C 2.026 1.562 -1.386
N -2.665 -2.437 0.741
N -2.748 -0.101 -0.812
N -0.643 0.283 -3.462
N 2.043 2.176 -1.411
S -0.137 -2.176 1.391
H 0.546 0.020 0.341
H 0.690 -0.285 -1.235
H -1.555 -1.933 1.482
H -0.341 0.229 -0.742
H -0.709 0.094 0.332
H 0.172 0.520 0.419
H 2.114 0.753 0.852
H -0.257 -0.871 1.462
H -0.336 -1.860 1.480
H 1.382 1.244 -0.015